C55H130O35 | ωB97M-V with the def2-TZVPD basis set

Last column: Löwdin charge in e.
Atoms and positions in Å:
1 C -4.915 -1.665 3.065  -0.0254
2 O -4.150 -0.451 3.019  -0.0007
3 C -4.208 0.233 1.884  -0.6909
4 O -5.005 0.148 1.024  0.1367
5 O -3.275 1.125 1.982  0.0175
6 C -3.085 1.962 0.798  0.0158
7 H -4.656 -2.418 2.346  0.0858
8 H -5.938 -1.433 2.831  0.0799
9 H -4.801 -1.953 4.156  0.1187
10 H -3.068 2.950 1.166  0.0572
11 H -3.864 1.774 0.067  0.0935
12 H -2.081 1.774 0.361  0.0926
13 C 3.813 -4.112 0.254  -0.0336
14 O 3.458 -2.996 -0.517  -0.0091
15 C 2.453 -3.175 -1.336  -0.6698
16 O 1.833 -4.209 -1.443  0.1160
17 O 2.185 -2.051 -1.942  0.0025
18 C 1.229 -2.117 -2.996  -0.0020
19 H 2.930 -4.399 0.803  0.0946
20 H 4.675 -3.863 0.832  0.0829
21 H 4.039 -4.948 -0.425  0.1098
22 H 1.142 -1.100 -3.348  0.0890
23 H 0.337 -2.536 -2.541  0.0821
24 H 1.609 -2.756 -3.739  0.0875
25 C 1.626 1.782 8.403  -0.0006
26 O 1.117 1.971 7.030  -0.0257
27 C 0.004 1.266 6.735  -0.6336
28 O -0.507 0.406 7.430  0.1013
29 O -0.416 1.583 5.537  -0.0245
30 C -1.666 1.017 5.173  -0.0143
31 H 1.866 0.699 8.689  0.1213
32 H 0.848 2.182 8.948  0.0627
33 H 2.561 2.351 8.310  0.0981
34 H -1.569 -0.034 5.256  0.0679
35 H -1.803 1.198 4.095  0.0808
36 H -2.443 1.409 5.839  0.1156
37 C 1.232 3.013 1.715  -0.0563
38 O 0.656 4.203 2.148  0.0064
39 C -0.617 4.098 2.680  -0.5493
40 O -1.236 3.113 2.939  0.1335
41 O -1.071 5.340 2.865  -0.0104
42 C -2.322 5.510 3.593  0.0066
43 H 2.041 3.282 1.129  0.0596
44 H 0.555 2.409 1.121  0.0872
45 H 1.584 2.318 2.489  0.0838
46 H -2.287 4.869 4.403  0.0643
47 H -3.131 5.178 2.902  0.0785
48 H -2.434 6.595 3.790  0.1148
49 C 1.782 0.199 4.038  0.0210
50 O 3.043 0.455 3.324  -0.0081
51 C 3.632 -0.595 2.803  -0.5942
52 O 3.240 -1.776 2.840  0.0902
53 O 4.698 -0.255 2.089  -0.0215
54 C 5.246 1.126 1.923  0.0326
55 H 2.063 -0.327 4.932  0.0948
56 H 1.105 -0.425 3.473  0.0796
57 H 1.430 1.203 4.293  0.0844
58 H 6.229 0.933 1.546  0.0730
59 H 5.211 1.721 2.821  0.0902
60 H 4.638 1.611 1.128  0.0798
61 C 6.848 2.466 -3.724  -0.0990
62 O 5.702 2.249 -2.901  -0.1981
63 C 5.639 3.058 -1.757  -0.2106
64 C 4.182 3.418 -1.424  -0.1775
65 O 3.430 2.437 -0.699  -0.2454
66 C 3.174 1.153 -1.240  -0.0761
67 H 6.787 1.709 -4.503  0.0836
68 H 7.838 2.275 -3.244  0.0986
69 H 6.844 3.425 -4.216  0.0785
70 H 6.187 4.066 -1.891  0.1531
71 H 6.007 2.542 -0.893  0.1066
72 H 3.731 3.730 -2.410  0.1298
73 H 4.038 4.233 -0.697  0.1322
74 H 2.177 0.839 -0.979  0.0780
75 H 3.983 0.486 -0.897  0.0824
76 H 3.337 1.160 -2.299  0.0797
77 C -3.430 6.039 -0.231  -0.0904
78 O -4.084 5.467 0.882  -0.2340
79 C -5.525 5.374 0.797  -0.1749
80 C -6.019 4.533 1.936  -0.2136
81 O -5.732 5.192 3.171  -0.2010
82 C -6.148 4.473 4.340  -0.0901
83 H -3.853 7.033 -0.375  0.0936
84 H -3.730 5.405 -1.107  0.0909
85 H -2.385 6.038 -0.052  0.0632
86 H -5.820 5.000 -0.230  0.1383
87 H -6.041 6.386 0.959  0.1498
88 H -5.515 3.570 2.030  0.1205
89 H -7.067 4.325 1.803  0.1189
90 H -5.348 3.836 4.701  0.0754
91 H -6.972 3.798 4.083  0.0794
92 H -6.527 5.163 5.155  0.1056
93 C -0.068 -3.051 1.680  -0.0600
94 O -0.377 -1.702 2.001  -0.2088
95 C -0.076 -0.741 0.957  -0.1198
96 C -1.158 -0.766 -0.180  -0.1605
97 O -0.999 0.375 -1.005  -0.2272
98 C -1.923 0.348 -2.126  -0.0402
99 H 0.147 -3.641 2.610  0.0959
100 H 0.858 -2.989 1.041  0.0991
101 H -0.865 -3.484 1.137  0.0506
102 H 0.922 -0.885 0.655  0.1012
103 H -0.134 0.211 1.408  0.0929
104 H -2.147 -0.744 0.198  0.1069
105 H -1.092 -1.657 -0.788  0.0995
106 H -2.452 1.293 -2.145  0.0831
107 H -2.636 -0.411 -2.028  0.0562
108 H -1.364 0.242 -3.018  0.0707
109 C 0.685 -1.055 -7.368  -0.0959
110 O -0.083 -1.532 -6.281  -0.1770
111 C -1.263 -2.117 -6.685  -0.2526
112 C -2.017 -2.664 -5.513  -0.2118
113 O -2.630 -1.629 -4.793  -0.2105
114 C -3.811 -1.080 -5.426  -0.0699
115 H 0.182 -0.282 -7.892  0.0746
116 H 0.827 -1.879 -8.067  0.0807
117 H 1.729 -0.762 -7.105  0.1036
118 H -0.999 -2.967 -7.361  0.1399
119 H -1.897 -1.439 -7.229  0.1062
120 H -1.282 -3.073 -4.786  0.1277
121 H -2.715 -3.448 -5.805  0.1265
122 H -4.256 -0.260 -4.828  0.0749
123 H -4.563 -1.888 -5.511  0.0905
124 H -3.546 -0.694 -6.467  0.0959
125 C 1.683 -9.592 5.628  -0.1111
126 O 0.561 -9.117 4.914  -0.1657
127 C 0.509 -7.716 4.864  -0.2502
128 C -0.470 -7.171 3.909  -0.2011
129 O -0.281 -7.697 2.545  -0.1889
130 C -1.400 -7.199 1.679  -0.0510
131 H 1.670 -9.245 6.670  0.0817
132 H 2.565 -9.177 5.132  0.0865
133 H 1.664 -10.688 5.762  0.0921
134 H 1.505 -7.308 4.583  0.1263
135 H 0.388 -7.240 5.828  0.1253
136 H -0.342 -6.113 3.933  0.0922
137 H -1.488 -7.377 4.316  0.1347
138 H -2.268 -7.461 2.306  0.0780
139 H -1.347 -7.673 0.707  0.0792
140 H -1.356 -6.101 1.671  0.0667
141 C -1.260 5.175 -8.227  -0.1326
142 O -1.715 4.521 -7.107  -0.1900
143 C -1.992 5.254 -5.948  -0.1874
144 C -2.575 4.343 -4.883  -0.2300
145 O -3.943 4.221 -5.105  -0.1516
146 C -4.414 3.250 -4.186  -0.1148
147 H -0.204 5.370 -8.090  0.0815
148 H -1.733 6.121 -8.466  0.0838
149 H -1.416 4.444 -9.033  0.0965
150 H -2.782 5.933 -6.269  0.1302
151 H -1.113 5.740 -5.562  0.1205
152 H -2.283 4.813 -3.878  0.1276
153 H -2.064 3.327 -4.834  0.1281
154 H -4.158 3.557 -3.175  0.0719
155 H -4.018 2.281 -4.400  0.0624
156 H -5.526 3.158 -4.158  0.0982
157 C -6.025 0.005 -2.174  -0.1298
158 O -5.114 -1.001 -2.392  -0.2232
159 C -5.529 -2.254 -1.835  -0.1666
160 C -4.496 -3.321 -2.213  -0.1894
161 O -3.375 -3.187 -1.318  -0.2004
162 C -2.316 -4.173 -1.663  -0.0518
163 H -6.114 0.211 -1.102  0.0763
164 H -6.991 -0.286 -2.546  0.0752
165 H -5.718 0.885 -2.797  0.0915
166 H -6.505 -2.463 -2.312  0.1291
167 H -5.531 -2.133 -0.723  0.1341
168 H -4.136 -3.109 -3.233  0.1112
169 H -4.960 -4.346 -2.090  0.1388
170 H -2.664 -5.194 -1.761  0.0822
171 H -1.548 -4.039 -0.857  0.0761
172 H -1.750 -3.926 -2.543  0.0541
173 C -0.468 6.830 -2.226  -0.0903
174 O 0.206 5.595 -2.539  -0.1853
175 C -0.189 4.464 -1.749  -0.1603
176 C 0.402 3.234 -2.476  -0.2238
177 O -0.064 3.134 -3.742  -0.2040
178 C 0.654 2.236 -4.591  -0.0470
179 H -1.513 6.763 -2.360  0.0503
180 H -0.146 7.550 -2.998  0.0921
181 H -0.164 7.241 -1.254  0.0933
182 H -1.250 4.388 -1.657  0.0962
183 H 0.254 4.528 -0.778  0.1102
184 H 0.134 2.346 -1.842  0.1278
185 H 1.472 3.464 -2.571  0.1127
186 H 0.799 1.272 -4.181  0.0557
187 H 1.667 2.617 -4.694  0.0905
188 H 0.054 2.233 -5.508  0.0987
189 C 8.920 -0.890 -3.142  -0.1653
190 O 7.937 -0.366 -2.369  -0.1935
191 C 6.594 -0.925 -2.308  -0.1336
192 C 6.699 -2.408 -1.891  -0.2127
193 O 7.365 -2.618 -0.701  -0.1695
194 C 6.933 -1.884 0.390  -0.1107
195 H 9.212 -1.935 -2.859  0.0934
196 H 9.929 -0.427 -2.990  0.1050
197 H 8.691 -0.906 -4.176  0.0727
198 H 6.088 -0.912 -3.294  0.1355
199 H 6.079 -0.301 -1.598  0.0937
200 H 7.308 -2.824 -2.678  0.1080
201 H 5.759 -2.944 -1.879  0.1146
202 H 7.404 -0.903 0.367  0.0850
203 H 7.324 -2.519 1.222  0.1171
204 H 5.873 -1.782 0.440  0.0596
205 C 4.054 -4.663 4.919  -0.0862
206 O 2.633 -4.541 4.784  -0.1916
207 C 1.933 -3.848 5.805  -0.1944
208 C 0.684 -3.097 5.383  -0.2003
209 O -0.407 -4.030 5.447  -0.1988
210 C -1.587 -3.249 5.142  -0.0952
211 H 4.302 -5.748 5.208  0.1035
212 H 4.392 -4.044 5.729  0.0674
213 H 4.551 -4.453 3.984  0.0710
214 H 2.621 -3.127 6.279  0.1175
215 H 1.582 -4.500 6.610  0.1254
216 H 0.760 -2.740 4.358  0.0931
217 H 0.434 -2.283 6.086  0.1286
218 H -1.397 -2.408 4.510  0.0543
219 H -2.104 -2.898 6.053  0.0941
220 H -2.298 -3.945 4.666  0.0895

calculated total energy = -4806.43238 Eh
E_HOMO = -9.2 eV
HOMO-LUMO gap = 9.74 eV
net charge = 0